Entry 1:
{"formula": "C27H38B3N7O6S", "method": "ωB97M-V with the def2-TZVPD basis set", "homo_ev": -8.41, "lumo_ev": -0.414, "orbital_gap_ev": 7.99, "energy_ha": -2359.19621, "spin_multiplicity": 1, "elements": ["C", "C", "B", "O", "B", "C", "C", "C", "C", "C", "C", "C", "S", "C", "N", "N", "C", "O", "O", "B", "O", "N", "O", "O", "H", "H", "H", "H", "H", "H", "H", "H", "H", "H", "H", "H", "H", "H", "H", "H", "H", "H", "N", "C", "C", "C", "C", "H", "H", "H", "H", "H", "N", "C", "C", "C", "C", "H", "H", "H", "H", "H", "N", "C", "C", "C", "C", "H", "H", "H", "H", "H", "N", "C", "C", "C", "C", "H", "H", "H", "H", "H"], "positions_angstrom": [[-2.73, 3.27, -4.43], [-2.19, 3.21, -3.17], [-2.71, 2.10, -2.25], [-2.90, 2.38, -0.90], [-2.30, 1.43, -0.08], [-1.72, 1.94, 1.29], [-0.73, 3.08, 0.98], [0.69, 2.56, 0.66], [1.17, 2.91, -0.76], [0.97, 1.78, -1.77], [2.07, 0.73, -1.79], [3.44, 1.27, -2.21], [3.45, 2.02, -3.87], [3.14, 3.69, -3.50], [2.03, 4.34, -3.58], [2.31, 5.63, -3.15], [3.55, 5.65, -2.85], [4.16, 4.46, -3.04], [-2.19, 0.10, -0.51], [-2.31, -0.07, -1.89], [-1.71, -1.11, -2.55], [-1.00, -2.04, -1.69], [-1.68, -2.94, -1.44], [-3.04, 0.81, -2.66], [-3.36, 4.10, -4.74], [-2.53, 2.48, -5.14], [-1.48, 3.97, -2.84], [-2.58, 2.30, 1.87], [-1.25, 1.15, 1.88], [-0.67, 3.70, 1.88], [-1.14, 3.73, 0.21], [1.37, 3.02, 1.37], [0.73, 1.48, 0.86], [2.20, 3.28, -0.72], [0.58, 3.76, -1.10], [0.83, 2.21, -2.76], [0.03, 1.27, -1.52], [2.16, 0.22, -0.82], [1.79, -0.04, -2.51], [4.20, 0.49, -2.21], [3.77, 2.02, -1.49], [4.09, 6.50, -2.48], [1.56, -1.88, 3.87], [1.64, -1.23, 2.67], [0.52, -1.55, 1.94], [-0.27, -2.42, 2.75], [0.39, -2.60, 3.93], [2.24, -1.83, 4.60], [2.48, -0.61, 2.43], [0.29, -1.19, 0.95], [-1.22, -2.86, 2.49], [0.14, -3.17, 4.80], [5.74, -1.17, -3.94], [7.08, -1.38, -4.08], [7.34, -2.67, -3.72], [6.11, -3.27, -3.35], [5.14, -2.31, -3.49], [5.27, -0.30, -4.13], [7.74, -0.60, -4.43], [8.31, -3.15, -3.73], [5.95, -4.28, -3.01], [4.08, -2.35, -3.32], [-4.09, -4.09, 2.40], [-4.52, -4.81, 3.48], [-4.30, -6.13, 3.21], [-3.70, -6.21, 1.92], [-3.58, -4.93, 1.45], [-4.13, -3.09, 2.31], [-4.95, -4.33, 4.34], [-4.54, -6.96, 3.86], [-3.40, -7.10, 1.40], [-3.18, -4.55, 0.52], [-3.48, -1.01, 4.41], [-4.43, -0.27, 3.75], [-4.62, 0.89, 4.44], [-3.75, 0.86, 5.57], [-3.07, -0.33, 5.52], [-3.14, -1.91, 4.13], [-4.88, -0.63, 2.84], [-5.30, 1.68, 4.18], [-3.65, 1.61, 6.33], [-2.32, -0.74, 6.17]]}

***

Entry 2:
{"formula": "C27H38CaCl2GeNO3", "method": "ωB97M-V with the def2-TZVPD basis set", "homo_ev": -10.41, "lumo_ev": -2.674, "orbital_gap_ev": 7.74, "energy_ha": -5006.92778, "spin_multiplicity": 1, "charge": 1, "e_above_lowest_kcal_mol": 0.0, "elements": ["Ca", "O", "C", "C", "C", "C", "C", "C", "N", "H", "H", "H", "H", "H", "H", "H", "Cl", "C", "C", "C", "Cl", "C", "O", "C", "C", "O", "C", "H", "H", "H", "C", "C", "C", "C", "Ge", "C", "C", "C", "C", "H", "H", "H", "H", "H", "H", "H", "H", "H", "H", "H", "H", "H", "H", "H", "H", "H", "H", "H", "C", "C", "C", "C", "C", "C", "H", "H", "H", "H", "H", "H", "H", "H", "H"], "positions_angstrom": [[-1.60, 0.78, -0.39], [-3.21, 0.04, -1.97], [-3.09, 0.02, -3.39], [-1.73, 0.54, -3.79], [-1.38, 0.56, -5.13], [-0.12, 1.01, -5.49], [0.75, 1.42, -4.49], [0.32, 1.37, -3.18], [-0.90, 0.94, -2.82], [-4.00, -0.45, -1.70], [-3.87, 0.65, -3.84], [-3.21, -1.00, -3.76], [-2.09, 0.22, -5.88], [0.17, 1.04, -6.53], [1.75, 1.77, -4.72], [0.98, 1.66, -2.37], [-6.35, -0.94, 5.32], [-5.19, -0.82, 4.04], [-4.46, -1.97, 3.67], [-3.53, -1.91, 2.67], [-2.66, -3.33, 2.23], [-3.26, -0.71, 1.95], [-2.39, -0.68, 1.01], [-4.02, 0.43, 2.35], [-3.87, 1.71, 1.73], [-3.12, 2.02, 0.79], [-4.97, 0.36, 3.39], [-4.64, -2.90, 4.19], [-4.51, 2.51, 2.14], [-5.53, 1.24, 3.67], [4.28, -3.86, 3.41], [3.58, -3.05, 2.33], [3.99, -1.58, 2.34], [3.36, -0.76, 1.21], [1.41, -0.79, 1.27], [0.50, -2.22, 0.28], [0.30, -2.03, -1.22], [1.56, -1.68, -2.01], [2.59, -2.80, -1.99], [3.97, -4.91, 3.39], [4.06, -3.47, 4.40], [5.36, -3.84, 3.27], [2.49, -3.13, 2.47], [3.79, -3.47, 1.34], [5.08, -1.51, 2.27], [3.72, -1.14, 3.31], [3.69, -1.14, 0.24], [3.67, 0.28, 1.27], [0.91, -0.77, 2.73], [-0.46, -2.37, 0.77], [1.09, -3.12, 0.47], [-0.45, -1.25, -1.41], [-0.15, -2.93, -1.64], [2.00, -0.76, -1.61], [1.28, -1.46, -3.04], [2.93, -3.03, -0.98], [3.47, -2.53, -2.58], [2.18, -3.72, -2.42], [-0.62, 3.96, -0.62], [0.65, 3.62, 0.18], [0.57, 4.29, 1.56], [1.89, 4.12, -0.58], [0.76, 2.16, 0.37], [0.88, 0.97, 0.59], [-0.67, 5.03, -0.79], [-1.52, 3.68, -0.07], [-0.62, 3.47, -1.60], [0.49, 5.37, 1.44], [1.47, 4.07, 2.15], [-0.30, 3.93, 2.11], [1.84, 5.21, -0.69], [1.95, 3.68, -1.58], [2.80, 3.87, -0.04]]}

***

Entry 3:
{"formula": "C27H38F2O10P2Si", "method": "ωB97M-V with the def2-TZVPD basis set", "homo_ev": -9.18, "smiles": "C[Si](C)(CCC(F)(F)c1cccc2c1C(=O)C=CC2=O)c1ccccc1.COP(=O)(OC)OC.COP(=O)(OC)OC", "lumo_ev": -0.900, "orbital_gap_ev": 8.28, "energy_ha": -2976.19092, "spin_multiplicity": 1, "elements": ["C", "Si", "C", "C", "C", "C", "F", "F", "C", "C", "C", "C", "C", "C", "C", "O", "C", "C", "C", "O", "C", "C", "C", "C", "C", "C", "H", "H", "H", "H", "H", "H", "H", "H", "H", "H", "H", "H", "H", "H", "H", "H", "H", "H", "H", "H", "C", "O", "P", "O", "O", "C", "O", "C", "H", "H", "H", "H", "H", "H", "H", "H", "H", "C", "O", "P", "O", "O", "C", "O", "C", "H", "H", "H", "H", "H", "H", "H", "H", "H"], "positions_angstrom": [[-2.12, -6.78, 3.22], [-2.18, -5.36, 1.96], [-1.96, -6.13, 0.26], [-0.75, -4.19, 2.42], [-0.08, -3.53, 1.21], [1.43, -3.29, 1.32], [2.07, -4.29, 1.97], [1.91, -3.37, 0.02], [1.85, -1.92, 1.83], [1.87, -0.90, 0.88], [2.25, 0.38, 1.21], [2.65, 0.70, 2.50], [2.65, -0.30, 3.46], [2.24, -1.61, 3.14], [2.27, -2.58, 4.28], [1.46, -3.45, 4.45], [3.33, -2.36, 5.29], [3.72, -1.12, 5.56], [3.12, 0.01, 4.83], [3.01, 1.11, 5.30], [-3.86, -4.52, 2.16], [-4.04, -3.60, 3.19], [-5.28, -3.00, 3.41], [-6.36, -3.32, 2.59], [-6.19, -4.24, 1.55], [-4.95, -4.83, 1.34], [-1.07, -7.02, 3.39], [-2.67, -7.65, 2.89], [-2.53, -6.40, 4.15], [-1.88, -5.43, -0.56], [-2.83, -6.76, 0.08], [-1.11, -6.80, 0.29], [-1.17, -3.41, 3.04], [-0.05, -4.79, 2.99], [-0.52, -2.55, 1.02], [-0.20, -4.11, 0.31], [1.59, -1.12, -0.14], [2.28, 1.16, 0.46], [2.96, 1.69, 2.76], [3.70, -3.22, 5.82], [4.45, -0.90, 6.33], [-3.23, -3.34, 3.85], [-5.42, -2.29, 4.21], [-7.33, -2.88, 2.75], [-7.03, -4.48, 0.91], [-4.83, -5.54, 0.53], [0.24, 2.31, -5.33], [1.66, 2.18, -5.42], [2.51, 1.70, -4.17], [1.83, 1.81, -2.87], [3.84, 2.54, -4.31], [3.71, 3.97, -4.31], [2.98, 0.24, -4.56], [3.16, -0.70, -3.48], [-0.03, 3.30, -5.69], [-0.23, 1.56, -5.95], [-0.11, 2.21, -4.30], [2.94, 4.30, -3.61], [3.47, 4.32, -5.31], [4.67, 4.38, -4.00], [2.20, -1.16, -3.25], [3.56, -0.21, -2.59], [3.85, -1.46, -3.82], [-2.75, 7.38, -3.58], [-1.33, 7.21, -3.60], [-0.56, 6.76, -2.29], [-1.29, 6.95, -1.03], [0.81, 7.55, -2.42], [0.75, 8.98, -2.46], [-0.11, 5.28, -2.61], [0.01, 4.34, -1.52], [-2.98, 8.36, -4.00], [-3.21, 6.61, -4.20], [-3.14, 7.32, -2.57], [-0.03, 9.36, -1.79], [0.55, 9.30, -3.48], [1.71, 9.36, -2.14], [-0.95, 3.88, -1.33], [0.38, 4.82, -0.62], [0.72, 3.58, -1.84]]}

***

Entry 4:
{"formula": "C27H38GeHgN13SSe", "method": "ωB97M-V with the def2-TZVPD basis set", "homo_ev": [-4.90, -6.76], "lumo_ev": [0.198, 0.196], "orbital_gap_ev": [5.09, 6.96], "energy_ha": -6793.33320, "spin_multiplicity": 2, "s2": 0.78, "e_above_lowest_kcal_mol": 0.0, "elements": ["Hg", "N", "C", "C", "C", "C", "C", "C", "C", "C", "C", "C", "C", "C", "N", "C", "C", "C", "C", "N", "H", "H", "H", "H", "H", "H", "H", "H", "H", "H", "N", "N", "C", "N", "S", "H", "H", "H", "H", "H", "C", "Ge", "C", "C", "C", "Se", "C", "H", "H", "H", "H", "H", "H", "H", "H", "H", "H", "H", "H", "H", "H", "N", "N", "N", "C", "N", "N", "H", "H", "H", "C", "C", "N", "C", "C", "N", "H", "H", "H", "H", "H", "H"], "positions_angstrom": [[-0.12, 0.38, 0.50], [-7.70, -6.44, 2.20], [-6.88, -5.66, 2.00], [-5.85, -4.69, 1.76], [-4.75, -4.62, 2.61], [-3.76, -3.68, 2.37], [-3.85, -2.79, 1.30], [-4.97, -2.88, 0.46], [-5.96, -3.81, 0.68], [-2.79, -1.78, 1.06], [-2.56, -0.87, 2.14], [-3.34, -0.74, 3.32], [-2.76, 0.28, 4.07], [-1.68, 0.75, 3.34], [-1.56, 0.07, 2.18], [-2.14, -1.87, -0.21], [-2.33, -2.89, -1.17], [-1.54, -2.59, -2.28], [-0.87, -1.42, -1.97], [-1.21, -0.98, -0.73], [-4.66, -5.31, 3.44], [-2.91, -3.62, 3.03], [-5.05, -2.20, -0.38], [-6.82, -3.87, 0.03], [-4.21, -1.32, 3.57], [-3.10, 0.65, 5.03], [-1.00, 1.56, 3.57], [-2.99, -3.74, -1.06], [-1.46, -3.15, -3.20], [-0.15, -0.87, -2.57], [-2.63, 1.52, -0.35], [-3.04, 2.71, 0.22], [-2.16, 3.57, 0.76], [-2.69, 4.70, 1.29], [-0.50, 3.32, 0.82], [-2.94, 1.43, -1.30], [-2.89, 0.72, 0.22], [-4.02, 2.91, 0.31], [-3.68, 4.74, 1.50], [-2.08, 5.26, 1.85], [4.30, 0.58, -1.85], [3.94, 1.86, -3.29], [4.16, 3.71, -2.66], [5.18, 1.58, -4.79], [2.10, 1.51, -3.93], [0.71, 1.81, -2.59], [0.48, 3.73, -2.85], [5.17, 0.89, -1.26], [4.51, -0.40, -2.27], [3.45, 0.49, -1.18], [5.14, 3.81, -2.20], [3.41, 3.99, -1.92], [4.10, 4.41, -3.50], [6.21, 1.73, -4.47], [4.97, 2.28, -5.60], [5.08, 0.57, -5.19], [2.03, 0.44, -4.17], [1.84, 2.05, -4.84], [1.44, 4.22, -2.92], [-0.05, 4.10, -1.97], [-0.11, 3.91, -3.75], [4.36, -3.88, 0.35], [3.11, -3.29, 0.28], [2.02, -3.99, 0.06], [1.11, -3.02, -0.02], [1.66, -1.81, 0.14], [2.95, -2.00, 0.32], [4.19, -4.86, 0.53], [4.83, -3.48, 1.15], [0.06, -3.19, -0.20], [2.92, 2.76, 0.50], [2.68, 1.80, 1.61], [1.68, 0.95, 1.71], [1.83, 0.28, 2.90], [2.94, 0.73, 3.53], [3.47, 1.69, 2.69], [2.36, 2.44, -0.38], [3.98, 2.80, 0.25], [2.59, 3.76, 0.78], [1.11, -0.46, 3.22], [3.39, 0.46, 4.47], [4.30, 2.23, 2.86]]}

***

Entry 5:
{"formula": "C27H38IrNO", "method": "ωB97M-V with the def2-TZVPD basis set", "homo_ev": [-0.14, -4.33], "lumo_ev": [2.335, 1.026], "orbital_gap_ev": [2.48, 5.35], "energy_ha": -1285.53022, "spin_multiplicity": 6, "charge": -1, "s2": 8.82, "e_above_lowest_kcal_mol": 41.6, "elements": ["Ir", "C", "C", "C", "H", "C", "C", "H", "H", "H", "H", "C", "C", "C", "H", "C", "C", "H", "H", "H", "H", "O", "C", "C", "C", "C", "C", "H", "H", "H", "H", "H", "H", "H", "H", "H", "H", "C", "C", "C", "C", "C", "C", "C", "C", "N", "C", "C", "C", "C", "H", "H", "H", "H", "H", "H", "H", "H", "H", "H", "H", "H", "H", "H", "H", "H", "H", "H"], "positions_angstrom": [[0.39, 1.68, -0.85], [2.23, 1.23, 0.41], [2.25, 0.34, -0.70], [2.21, 1.11, -1.91], [2.28, -0.73, -0.63], [2.22, 2.51, -1.54], [2.22, 2.58, -0.09], [2.21, 3.49, 0.50], [2.21, 0.93, 1.45], [2.20, 0.73, -2.93], [2.24, 3.35, -2.23], [-1.66, 1.05, -0.09], [-1.37, 2.42, 0.28], [-1.16, 3.16, -0.94], [-1.31, 2.80, 1.30], [-1.31, 2.27, -2.04], [-1.61, 0.97, -1.54], [-1.77, 0.06, -2.11], [-1.84, 0.25, 0.61], [-0.94, 4.22, -0.99], [-1.24, 2.54, -3.08], [1.31, -2.29, -2.06], [-0.18, 0.33, -6.05], [0.43, -0.80, -5.74], [0.62, 1.55, -5.59], [-1.65, 0.29, -5.68], [1.09, -2.28, -3.23], [1.50, -0.92, -5.58], [-0.11, -1.75, -5.66], [0.16, -2.57, -3.81], [1.87, -1.84, -3.91], [0.81, 2.45, -6.20], [1.62, 1.15, -5.29], [0.13, 1.89, -4.63], [-2.45, 0.36, -6.42], [-1.85, 1.02, -4.86], [-1.76, -0.71, -5.22], [-1.08, -1.67, 6.38], [-0.62, -0.80, 5.25], [-0.25, 0.53, 5.49], [0.16, 1.37, 4.44], [0.55, 2.79, 4.73], [0.19, 0.87, 3.15], [-0.16, -0.49, 2.84], [-0.54, -1.30, 3.96], [-0.14, -0.91, 1.58], [-0.39, -2.31, 1.21], [0.64, -3.28, 1.77], [-1.81, -2.76, 1.37], [-0.18, -2.39, -0.26], [-0.28, -1.83, 7.11], [-1.92, -1.21, 6.91], [-1.41, -2.65, 6.01], [-0.29, 0.92, 6.50], [-0.28, 3.35, 5.19], [1.40, 2.83, 5.43], [0.85, 3.31, 3.81], [0.49, 1.52, 2.33], [-0.80, -2.35, 3.78], [0.56, -3.37, 2.85], [0.48, -4.25, 1.28], [1.66, -2.94, 1.50], [-2.48, -2.12, 0.78], [-1.88, -3.78, 0.97], [-2.11, -2.74, 2.41], [-0.80, -1.60, -0.70], [0.89, -2.25, -0.27], [-0.40, -3.35, -0.71]]}

***

Entry 6:
{"formula": "C27H38MnN3O4", "method": "ωB97M-V with the def2-TZVPD basis set", "homo_ev": [-10.70, -10.64], "lumo_ev": [-3.741, -3.736], "orbital_gap_ev": [6.96, 6.90], "energy_ha": -2667.73036, "spin_multiplicity": 2, "charge": 1, "s2": 0.77, "e_above_lowest_kcal_mol": 0.0, "elements": ["Mn", "O", "C", "O", "C", "C", "C", "C", "C", "N", "C", "O", "O", "H", "H", "H", "H", "H", "C", "C", "C", "C", "C", "C", "C", "C", "C", "C", "C", "C", "C", "C", "C", "C", "C", "H", "H", "H", "H", "H", "H", "H", "H", "H", "H", "H", "H", "H", "H", "H", "H", "H", "H", "H", "H", "H", "H", "H", "H", "H", "H", "H", "H", "H", "N", "C", "C", "N", "C", "H", "H", "H", "H"], "positions_angstrom": [[0.32, -0.33, 0.44], [-2.11, -3.06, 3.40], [-1.21, -2.32, 2.74], [-0.99, -1.16, 2.97], [-0.47, -3.12, 1.71], [-0.57, -4.51, 1.70], [0.21, -5.23, 0.81], [1.09, -4.54, 0.00], [1.12, -3.16, 0.08], [0.32, -2.44, 0.88], [2.12, -2.30, -0.63], [3.04, -2.84, -1.41], [2.12, -1.10, -0.44], [-2.53, -2.50, 4.07], [-1.24, -5.00, 2.39], [0.14, -6.31, 0.77], [1.74, -5.09, -0.67], [2.94, -3.79, -1.51], [-1.07, 1.25, 0.44], [0.01, 1.67, -0.41], [0.05, 0.75, -1.51], [-0.96, -0.22, -1.28], [-1.70, 0.11, -0.11], [-3.11, -0.38, 0.18], [-3.61, 0.08, 1.54], [-3.25, -1.90, 0.04], [-4.00, 0.27, -0.90], [0.79, 0.74, -2.85], [-0.01, 1.64, -3.81], [2.25, 1.19, -2.82], [0.77, -0.66, -3.48], [0.76, 2.98, -0.12], [2.26, 2.81, 0.18], [0.15, 3.67, 1.12], [0.55, 3.98, -1.28], [-1.40, 1.76, 1.33], [-1.20, -1.03, -1.94], [-2.97, -0.25, 2.36], [-4.62, -0.30, 1.71], [-3.67, 1.17, 1.59], [-2.79, -2.43, 0.87], [-2.80, -2.26, -0.89], [-4.30, -2.18, 0.04], [-3.90, 1.35, -0.88], [-5.05, 0.02, -0.72], [-3.73, -0.08, -1.90], [-0.04, 2.67, -3.49], [-1.04, 1.28, -3.89], [0.44, 1.61, -4.81], [2.38, 2.22, -2.49], [2.66, 1.12, -3.83], [2.85, 0.55, -2.17], [-0.24, -0.99, -3.74], [1.23, -1.42, -2.84], [1.34, -0.64, -4.41], [2.40, 2.55, 1.23], [2.78, 3.75, 0.00], [2.73, 2.04, -0.43], [0.23, 3.05, 2.01], [-0.89, 3.95, 0.96], [0.71, 4.59, 1.31], [1.12, 3.71, -2.17], [0.89, 4.97, -0.97], [-0.50, 4.05, -1.54], [3.34, 0.66, 3.22], [2.26, 1.15, 3.92], [1.17, 0.83, 3.18], [1.56, 0.18, 2.03], [2.87, 0.09, 2.09], [4.30, 0.73, 3.48], [2.37, 1.66, 4.86], [0.13, 1.02, 3.39], [3.51, -0.34, 1.34]]}